[1]
DFT (the ωB97M-V functional and the def2-TZVPD basis) results for a 2-piece molecular cluster, C29H51F6N4O2P overall at a distorted geometry.

```
! wB97M-V def2-TZVPD RIJCOSX def2/J DEFGRID3
* xyz 0 1
H -1.7372 -1.9804 1.0261
C -6.1915 3.8680 -0.5335
H 2.5552 -2.0399 3.1362
O 6.7947 2.6264 0.7739
H -4.9746 1.5651 2.4906
H 6.9955 -0.5958 -3.1501
C -0.7264 -0.0722 1.2424
H 3.5971 0.0060 1.3918
H -1.4773 1.2457 -2.6627
H 3.2627 -1.1877 -1.0343
C 4.3975 2.2482 1.4434
N -1.5607 0.3210 0.0094
C 2.2857 1.2943 0.0029
H 8.4326 2.2306 -0.6280
H 5.8955 -0.9942 -4.6286
C 1.1016 -0.1533 2.9784
F -7.0688 -0.3626 -0.7108
H 2.1090 0.4005 3.2183
H 2.0654 0.7107 -2.9855
H 1.8977 0.4921 -0.7609
C 3.7281 0.9454 0.7025
H -3.7539 -1.1197 5.9436
H -2.8080 0.4748 2.5781
H 6.0632 0.7052 1.6481
C -5.0265 1.9763 1.3757
H 0.3769 0.0063 3.8863
C -5.2752 3.2080 -1.7371
H -0.2813 -1.3006 -0.9234
H 3.7779 2.4147 2.4474
F -6.6322 -1.8064 0.4029
C -2.9281 -0.5264 1.9464
F -8.1216 -1.2420 1.8651
H 2.8208 -2.0696 -4.1991
C 1.4738 -1.7481 2.7765
H 5.5907 -3.7703 -1.9796
H 0.2283 1.4251 -1.8789
C -4.1993 -1.3811 2.5352
F -8.3355 0.3456 0.8914
H 2.4622 2.2859 -0.6379
C -4.1051 1.3093 0.1635
N 0.5213 -2.6547 3.5839
H -3.6210 1.4247 -2.2182
H -5.2779 3.5793 -2.8564
H 1.5734 -2.3090 -2.7301
C -0.5198 0.6240 -2.3139
H 7.0181 -2.4601 -1.5996
H 4.4783 0.6109 -0.1640
O -4.4756 -0.9254 3.9379
H 1.5998 2.3677 1.8935
H -5.2208 -1.1743 1.9529
C -1.0631 -0.4687 -1.2193
C 1.0910 1.6643 1.0745
C 7.4551 1.7091 -0.1834
H -6.9014 4.7615 -0.8135
C -4.2765 1.9419 -1.3661
H -1.8882 -1.3714 -4.2252
H -0.2905 -1.9234 -5.1229
H -0.5350 -2.3037 -3.2853
C -3.3602 -1.2820 4.8291
H 6.7086 1.4860 -1.0869
N -1.5757 -1.2465 1.7693
H 6.2805 2.2096 2.8681
C 5.0190 -1.5067 -2.4739
H -2.4239 -0.5692 4.7256
H -4.0484 -2.5562 2.5137
H 0.3267 2.3593 0.4766
H -0.2501 0.7042 -4.5760
C 1.6879 -0.1436 -3.7273
C 3.5732 -1.3844 -2.1452
C 5.8642 -0.5749 -3.5313
H 4.2416 3.1860 0.7616
C 5.9805 1.8909 1.7594
H -0.2362 -2.0844 4.0287
F -8.6787 -2.4611 0.1678
F -9.1716 -0.8689 -0.6897
C -0.7074 -1.4784 -4.1039
C 0.0501 -0.0748 -3.7226
P -8.0015 -1.0661 0.3213
H 2.0368 0.2025 -4.8062
H -2.0173 -0.9900 -1.6616
C 2.3277 -1.5698 -3.2341
H 5.4722 -2.5858 -0.5178
H 0.0094 -3.3055 2.9249
H -3.0213 -2.3999 4.7496
H 5.5613 0.5789 -3.4893
H 7.7812 0.6796 0.3046
C -3.0280 0.0726 0.3884
H 1.2852 -2.0551 1.6416
C 5.8607 -2.6819 -1.6426
H -6.7275 3.7843 1.8204
H -3.5848 -0.8280 -0.1510
N 0.4379 0.4675 1.7312
C -6.0480 3.2440 1.0068
*
```

Calculated values
- DFT total energy (a.u.) = -2444.777286
- HOMO-LUMO gap (eV) = 6.3
- HOMO level (eV) = -8.2386



[2]
DFT (the ωB97M-V functional and the def2-TZVPD basis) results for a single C6H9N molecule at a distorted geometry.

```
! wB97M-V def2-TZVPD RIJCOSX def2/J DEFGRID3
* xyz 0 1
H -2.9858 0.9628 -1.6453
H -3.0315 -1.1986 -0.7134
C 0.1038 -0.2746 -0.8219
N -2.2071 -1.0652 -1.2911
C 2.4248 0.4720 2.2416
H 2.0112 0.8970 3.1702
H 2.6858 -0.5835 2.4168
H -1.6923 0.3669 -2.8092
C -2.1683 0.2764 -1.8365
H 1.4647 -1.1116 0.0553
C 1.5136 0.8162 1.0881
C 1.0464 -0.0851 0.1711
H -1.6116 0.3294 0.3073
H 0.4294 -0.7827 -1.7365
C -1.3275 -0.0650 -0.6631
H 3.3444 1.0456 2.0666
*
```

Calculated values
- DFT total energy (a.u.) = -288.554423
- HOMO-LUMO gap (alpha / beta) (eV) = 8.1 / 6.6
- energy above the lowest of the compared OMol25 structures with the same formula, charge and spin (kJ/mol) = 597.6
- HOMO level (alpha / beta) (eV) = -8.2603 / -7.1896



[3]
DFT (the ωB97M-V functional and the def2-TZVPD basis) results for an isolated ion of composition C5H8N and charge +1 at a distorted geometry.

```
! wB97M-V def2-TZVPD RIJCOSX def2/J DEFGRID3
* xyz 1 1
H 1.4700 -1.8682 -0.8718
C -0.1048 0.8411 -1.0348
H 2.0074 -0.1170 0.8656
N 0.1597 -0.2367 -0.0991
C 0.6923 -1.5790 -0.1294
H -0.2090 0.9617 -2.0829
H -1.4706 2.4765 -0.1257
H -0.0702 -2.2761 0.0424
H -0.2676 1.7747 1.0011
C -0.8161 1.5978 0.1426
C 1.1169 -0.5990 0.9074
H 0.8011 -0.8412 1.8366
H -2.1365 -0.3047 -0.3811
C -1.1725 0.1700 -0.0711
*
```

Calculated values
- DFT total energy (a.u.) = -249.640746
- HOMO-LUMO gap (eV) = 12.2
- energy above the lowest of the compared OMol25 structures with the same formula, charge and spin (kJ/mol) = 484.1
- HOMO level (eV) = -15.0513
- SMILES = C1[C@@H]2[C@H]1[N+]21CC1



[4]
DFT (the ωB97M-V functional and the def2-TZVPD basis) results for a single C3H6N4 molecule at a distorted geometry.

```
! wB97M-V def2-TZVPD RIJCOSX def2/J DEFGRID3
* xyz 0 1
N -1.1406 1.2433 0.1090
H 3.1997 -0.2211 0.4058
N 0.8510 0.0854 0.2595
H 2.5778 0.1650 -1.2882
H -0.1058 -1.1546 1.5754
H 0.8563 2.2588 0.0584
C -0.0208 -1.1753 0.3660
C 0.2194 1.2937 0.1537
H 0.8385 -1.8430 0.0151
N -1.7312 0.0807 -0.3696
C -1.3750 -1.0310 -0.1569
H -2.0619 -1.8411 -0.5051
N 2.2713 -0.2506 -0.3472
*
```

Calculated values
- DFT total energy (a.u.) = -336.730761
- HOMO-LUMO gap (eV) = 9.0
- energy above the lowest of the compared OMol25 structures with the same formula, charge and spin (kJ/mol) = 573.6
- HOMO level (eV) = -8.4882
- SMILES = NN1C=NN=CC1